{
  "formula": "C53H41Cl4N5O4P2PbS",
  "method": "the ωB97M-V functional and the def2-TZVPD basis",
  "elements": ["Pb", "O", "C", "C", "C", "C", "C", "C", "C", "N", "N", "C", "O", "C", "C", "C", "C", "C", "C", "H", "H", "H", "H", "H", "H", "H", "H", "H", "H", "N", "P", "C", "C", "C", "C", "C", "C", "C", "C", "C", "C", "C", "C", "P", "C", "C", "C", "C", "C", "C", "C", "C", "C", "C", "C", "C", "H", "H", "H", "H", "H", "H", "H", "H", "H", "H", "H", "H", "H", "H", "H", "H", "H", "H", "H", "H", "H", "Cl", "C", "C", "Cl", "C", "Cl", "C", "O", "C", "O", "C", "Cl", "N", "C", "C", "C", "C", "C", "C", "H", "H", "H", "H", "H", "H", "H", "S", "C", "C", "N", "C", "H", "H", "H"],
  "coordinates": [[0.4263, -1.4808, 1.0629], [-1.5597, -2.7522, 1.8404], [-2.4061, -2.5276, 2.7616], [-3.5128, -3.4182, 2.8935], [-4.5640, -3.1802, 3.7334], [-4.5585, -2.0616, 4.5661], [-3.4582, -1.2403, 4.5520], [-2.3646, -1.4320, 3.6942], [-1.2455, -0.5687, 3.9068], [-0.1308, -0.5506, 3.2609], [0.8456, 0.2489, 3.8081], [2.0241, 0.1131, 3.2563], [2.3533, -0.6264, 2.2753], [3.0981, 0.9305, 3.8815], [2.8304, 2.0884, 4.6033], [3.8713, 2.8388, 5.1162], [5.1851, 2.4333, 4.9316], [5.4552, 1.2666, 4.2329], [4.4164, 0.5255, 3.7038], [-3.5140, -4.2913, 2.2554], [-5.4138, -3.8522, 3.7427], [-5.4005, -1.8492, 5.2145], [-3.4164, -0.4032, 5.2383], [-1.3333, 0.1019, 4.7716], [1.7995, 2.3781, 4.7334], [3.6579, 3.7530, 5.6560], [5.9967, 3.0259, 5.3364], [6.4779, 0.9410, 4.0880], [4.5904, -0.3757, 3.1343], [0.7591, 1.4484, -1.6398], [-0.7873, 0.7874, -1.9123], [-1.0769, 1.6914, -3.5005], [-0.2603, 1.2513, -4.5374], [-0.3759, 1.7610, -5.8146], [-1.3351, 2.7238, -6.0841], [-2.1599, 3.1669, -5.0633], [-2.0312, 2.6618, -3.7788], [-1.8971, 1.7964, -0.8348], [-3.2721, 1.6695, -1.0299], [-4.1647, 2.2954, -0.1816], [-3.6985, 3.0372, 0.8939], [-2.3362, 3.1583, 1.1030], [-1.4428, 2.5444, 0.2420], [1.6584, 0.7969, -0.3096], [2.1774, 2.4913, 0.3625], [1.6640, 2.9065, 1.5859], [1.8943, 4.1879, 2.0545], [2.6633, 5.0714, 1.3194], [3.2102, 4.6601, 0.1162], [2.9720, 3.3809, -0.3541], [3.2782, 0.4601, -1.0789], [4.1885, -0.2801, -0.3371], [5.4208, -0.5994, -0.8765], [5.7507, -0.1777, -2.1544], [4.8377, 0.5517, -2.8963], [3.6007, 0.8689, -2.3646], [0.8048, 2.4621, -1.7041], [0.4693, 0.4901, -4.3206], [0.2692, 1.3905, -6.5996], [-1.4434, 3.1236, -7.0845], [-2.9218, 3.9069, -5.2765], [-2.6811, 3.0314, -2.9988], [-3.6315, 1.0614, -1.8481], [-5.2280, 2.1883, -0.3472], [-4.3975, 3.5136, 1.5683], [-1.9630, 3.7222, 1.9468], [-0.3834, 2.6394, 0.4287], [1.0752, 2.2151, 2.1711], [1.4566, 4.5065, 2.9887], [2.8388, 6.0757, 1.6806], [3.8142, 5.3459, -0.4631], [3.4124, 3.0695, -1.2917], [3.8906, -0.6143, 0.6462], [6.1233, -1.1843, -0.3003], [6.7121, -0.4316, -2.5817], [5.0817, 0.8675, -3.9009], [2.8650, 1.3957, -2.9573], [4.9415, -5.4471, -2.9646], [3.8240, -4.2072, -2.5274], [3.4779, -3.2265, -3.4289], [4.1724, -3.2119, -5.0115], [2.5740, -2.2355, -3.0458], [2.1150, -1.0969, -4.2525], [2.0175, -2.1422, -1.7702], [1.2093, -1.1780, -1.4341], [2.3517, -3.2020, -0.8324], [1.8283, -3.2981, 0.3372], [3.2515, -4.1893, -1.2623], [3.6331, -5.4495, -0.1390], [-3.2119, -1.0443, -0.1024], [-4.4660, -1.5686, 0.0139], [-5.3389, -1.1522, 1.0288], [-6.6304, -1.6302, 1.0909], [-7.0974, -2.5285, 0.1440], [-6.2410, -2.9615, -0.8566], [-4.9500, -2.4831, -0.9327], [-2.5427, -1.5852, -0.6469], [-2.8101, -0.6521, 0.7349], [-4.9862, -0.4562, 1.7757], [-7.2805, -1.3022, 1.8912], [-8.1096, -2.9026, 0.1953], [-6.5845, -3.6850, -1.5877], [-4.2928, -2.8181, -1.7229], [-0.0922, -4.8350, -2.1328], [-0.2170, -3.6793, -3.4004], [-1.0277, -2.6586, -3.0225], [-1.5497, -2.7745, -1.7807], [-1.1501, -3.8405, -1.1870], [0.3221, -3.8062, -4.3162], [-1.2742, -1.7939, -3.6095], [-1.4173, -4.0839, -0.1776]],
  "mulliken_charge": [2.199, -0.087, 0.095, -0.533, -0.341, -0.810, -0.639, 0.939, -1.143, 0.421, -0.756, -0.057, -1.106, 0.909, -0.378, -0.615, -0.395, -0.758, -0.392, 0.400, 0.383, 0.348, 0.299, 0.195, 0.487, 0.360, 0.371, 0.397, 0.437, -0.444, 0.959, 0.047, 0.274, -0.616, -0.529, -0.671, -0.511, 0.577, -0.456, -0.603, -0.856, -0.406, -1.001, 1.222, 0.734, -0.602, -1.148, -0.913, -0.704, -0.500, 0.818, -0.598, -0.716, -0.820, -1.013, -0.360, 0.564, -0.226, 0.476, 0.338, 0.397, 0.396, 0.473, 0.408, 0.360, 0.446, 0.189, 0.513, 0.484, 0.368, 0.426, 0.357, 0.404, 0.453, 0.357, 0.390, 0.607, -0.274, 0.319, -0.206, -0.264, 1.331, -0.576, -1.594, 1.229, -0.745, -0.989, 0.413, -0.278, 1.132, 0.396, 0.023, -0.778, -0.582, -0.556, -0.581, -0.220, -0.230, 0.433, 0.373, 0.354, 0.393, 0.389, -0.240, 0.107, -1.467, 0.197, -0.697, 0.564, 0.498, 0.552],
  "relative_energy_kj_mol": 22.9,
  "charge": -2,
  "gap_ev": 5.88,
  "homo_energy_ev": -1.83
}